Entry 1:
2 unconnected molecules or ions with the total composition C48H50BF6N3O2S, computed with wB97M-V/def2-TZVPD.

Energy above the lowest of the compared OMol25 structures with the same formula, charge and spin (kcal/mol): 2.69
Molecular weight (g/mol): 857.81
SMILES: CC1(C)OB(C(c2ccc(N(CC(F)(F)F)c3ccccc3)cc2)c2ccc(N(CC(F)(F)F)c3ccccc3)cc2)OC1(C)C.Cc1ccc(-c2ccc(N(C)C)cc2)s1
Total charge: 0
LUMO (eV): 0.50
Highest occupied orbital energy (eV): -6.61

```
111
C48H50BF6N3O2S, DFT wB97M-V/def2-TZVPD
C 5.4453 -1.6215 -2.9800
C 4.2644 -0.8247 -2.5018
C 3.9366 0.2237 -3.5897
O 3.0698 -1.6418 -2.3058
B 2.3905 -0.8940 -1.3819
C 0.8283 -0.7317 -0.9806
C 1.0668 -1.5430 0.2878
C 1.2355 -2.9447 0.1983
C 1.4581 -3.7031 1.3357
C 1.6570 -3.0692 2.5847
N 2.0002 -3.7943 3.7173
C 1.6286 -3.2629 5.0319
C 2.8370 -2.7318 5.7334
F 2.5651 -2.1908 6.9516
F 3.4695 -1.7663 4.9831
F 3.7704 -3.7235 5.9238
C 2.6555 -5.0288 3.6601
C 2.3590 -6.0513 4.5783
C 3.1021 -7.2273 4.5639
C 4.1471 -7.4027 3.6509
C 4.4687 -6.3749 2.7595
C 3.7148 -5.2027 2.7432
C 1.5372 -1.6639 2.6540
C 1.2633 -0.9189 1.5204
C -0.3019 0.2484 -0.9808
C -0.8630 0.5292 -2.2497
C -2.2377 0.5641 -2.4079
C -3.0627 0.3975 -1.2753
N -4.4168 0.0864 -1.4464
C -5.2029 0.9078 -2.3831
C -6.4069 1.4563 -1.6738
F -7.0210 2.4651 -2.3627
F -7.3670 0.5349 -1.3886
F -6.0145 1.9840 -0.4579
C -4.9638 -1.1133 -1.0090
C -4.6328 -1.6581 0.2484
C -5.5376 -2.5285 0.8558
C -6.6520 -2.9807 0.1392
C -6.8157 -2.6472 -1.2107
C -5.9391 -1.7504 -1.8033
C -2.4895 0.5282 0.0021
C -1.1100 0.4861 0.1482
O 3.1400 0.0386 -0.6614
C 4.4831 -0.2330 -1.0481
C 5.0689 -1.2801 -0.0807
C 5.2741 1.0526 -0.9793
H 6.2913 -0.9287 -3.0979
H 5.7400 -2.3893 -2.2579
H 5.2309 -2.0942 -3.9455
H 4.8467 0.7061 -3.9692
H 3.4629 -0.3019 -4.4322
H 3.2395 1.0042 -3.2487
H 0.5044 -1.4550 -1.7709
H 1.1864 -3.4295 -0.7773
H 1.5213 -4.7863 1.2635
H 1.2311 -4.0723 5.6460
H 0.9068 -2.4564 4.8892
H 1.5342 -5.9276 5.2824
H 2.8610 -8.0097 5.2829
H 4.7064 -8.3407 3.6345
H 5.3107 -6.4762 2.0740
H 3.9577 -4.3937 2.0526
H 1.7342 -1.1412 3.5826
H 1.2240 0.1690 1.5886
H -0.2036 0.5835 -3.1172
H -2.7012 0.6440 -3.3927
H -4.6000 1.7712 -2.6746
H -5.5337 0.3332 -3.2569
H -3.7155 -1.3618 0.7538
H -5.3682 -2.8431 1.8893
H -7.3815 -3.6351 0.6210
H -7.6224 -3.0605 -1.8157
H -5.9897 -1.5190 -2.8676
H -3.1469 0.6391 0.8677
H -0.6929 0.5469 1.1501
H 6.1642 -1.2241 -0.0967
H 4.7215 -1.0914 0.9440
H 4.7443 -2.2979 -0.3417
H 6.3191 0.8572 -1.2526
H 4.8613 1.8073 -1.6622
H 5.2439 1.4495 0.0451
C 3.7930 5.5972 0.8726
C 2.7729 4.8035 0.1500
C 2.6976 4.6195 -1.2244
C 1.4656 4.0444 -1.6477
C 0.5804 3.7635 -0.5970
C -0.8492 3.6905 -0.7238
C -1.7144 3.8352 0.3909
C -3.0402 4.1782 0.2192
C -3.5546 4.3892 -1.0912
N -4.7910 4.9266 -1.2932
C -5.2811 5.1723 -2.6392
C -5.6497 5.2897 -0.1807
C -2.7520 4.0194 -2.2034
C -1.4448 3.6356 -2.0104
S 1.4011 4.0875 0.9295
H 4.3671 6.1997 0.1595
H 3.3143 6.2724 1.5926
H 4.4933 4.9617 1.4270
H 3.4872 4.9590 -1.8942
H 1.1864 3.9496 -2.6964
H -1.3266 3.6954 1.4000
H -3.6830 4.3505 1.0888
H -4.5399 5.7558 -3.2067
H -5.4716 4.2269 -3.1810
H -6.2181 5.7416 -2.5879
H -6.0547 4.3989 0.3297
H -5.0835 5.8781 0.5523
H -6.4857 5.8923 -0.5511
H -3.1468 4.0855 -3.2180
H -0.8627 3.3071 -2.8691
```

Entry 2:
A molecular structure, C48H50CdN3Sb2, computed with wB97M-V/def2-TZVPD.

Energy above the lowest of the compared OMol25 structures with the same formula, charge and spin (kcal/mol): 6.75
Molecular weight (g/mol): 1024.88
Total charge: +1
LUMO (eV): -3.97
Highest occupied orbital energy (eV): -9.44

```
104
C48H50CdN3Sb2, DFT wB97M-V/def2-TZVPD
Cd 0.6781 1.7582 0.8281
C 3.4079 1.7926 2.8570
C 2.4913 2.7795 2.6033
C 2.4582 3.0254 1.1509
C 3.4901 2.1423 0.5927
C 4.0388 1.4131 1.6151
C 5.1272 0.3899 1.5096
C 3.9052 2.1520 -0.8483
C 2.2797 4.4294 0.6050
C 1.6949 3.5590 3.6080
C 3.7175 1.1654 4.1816
H 6.0631 0.7685 1.9279
H 5.3250 0.1129 0.4734
H 4.8871 -0.5195 2.0660
H 4.7463 2.8290 -1.0236
H 3.0931 2.4914 -1.4969
H 4.2185 1.1629 -1.1910
H 3.1595 5.0390 0.8361
H 1.4154 4.9362 1.0409
H 2.1521 4.4363 -0.4793
H 2.2698 4.3981 4.0093
H 1.3963 2.9426 4.4588
H 0.7859 3.9790 3.1697
H 4.6605 1.5336 4.5937
H 3.8099 0.0792 4.0985
H 2.9398 1.3749 4.9170
C 2.1573 -3.4854 2.7667
C 2.6923 -2.4257 2.0512
C 1.9728 -1.2465 1.9215
C 0.7276 -1.1428 2.5270
C 0.1740 -2.2077 3.2365
C 0.8975 -3.3778 3.3514
N 0.0434 0.0909 2.3668
N -0.8980 0.2917 3.1442
C -1.6152 1.5043 2.9502
C -2.6216 1.7637 3.8646
C -3.3623 2.9244 3.7141
C -3.0705 3.7725 2.6572
C -2.0444 3.4293 1.7922
N -1.3289 2.3137 1.9315
H 2.7151 -4.4076 2.8601
H 3.6660 -2.5159 1.5894
H 2.3958 -0.3978 1.3907
H -0.8155 -2.1136 3.6618
H 0.4774 -4.2170 3.8892
H -2.7978 1.0569 4.6626
H -4.1547 3.1634 4.4102
H -3.6215 4.6883 2.4995
H -1.7821 4.0718 0.9602
C 1.3994 -0.3975 -2.7031
C 1.3823 -1.6643 -1.8465
C 0.0571 -2.4175 -1.8866
Sb -0.1042 -3.9865 -0.4025
C -1.4336 -5.2093 -1.5387
C -2.6379 -4.7024 -2.0270
C -3.4854 -5.5033 -2.7767
C -3.1388 -6.8221 -3.0449
C -1.9454 -7.3359 -2.5633
C -1.0960 -6.5309 -1.8129
C -1.7081 -3.0738 0.7034
C -2.4606 -3.9060 1.5338
C -3.5163 -3.4061 2.2814
C -3.8464 -2.0581 2.2046
C -3.1076 -1.2210 1.3841
C -2.0393 -1.7258 0.6509
Sb 0.1135 1.0838 -1.8683
C -1.7840 0.6840 -2.6998
C -2.9112 0.6819 -1.8857
C -4.1603 0.4002 -2.4234
C -4.2813 0.1219 -3.7762
C -3.1582 0.1298 -4.5944
C -1.9107 0.4110 -4.0588
C 0.6595 2.7981 -2.9817
C 0.0690 4.0162 -2.6547
C 0.4018 5.1676 -3.3517
C 1.3335 5.1084 -4.3792
C 1.9262 3.8992 -4.7104
C 1.5906 2.7452 -4.0140
H 1.1006 -0.5963 -3.7339
H 2.3927 0.0559 -2.7141
H 1.6452 -1.3956 -0.8169
H 2.1793 -2.3340 -2.1830
H -0.0949 -2.8768 -2.8656
H -0.7988 -1.7552 -1.7283
H -2.9254 -3.6781 -1.8124
H -4.4189 -5.1015 -3.1499
H -3.8021 -7.4484 -3.6270
H -1.6742 -8.3634 -2.7683
H -0.1658 -6.9450 -1.4397
H -2.2345 -4.9661 1.5884
H -4.0918 -4.0704 2.9133
H -4.6816 -1.6690 2.7728
H -3.3715 -0.1711 1.3086
H -1.4716 -1.0473 0.0228
H -2.8205 0.8894 -0.8246
H -5.0346 0.3928 -1.7855
H -5.2529 -0.1001 -4.1974
H -3.2555 -0.0835 -5.6507
H -1.0422 0.4193 -4.7080
H -0.6612 4.0752 -1.8527
H -0.0614 6.1108 -3.0932
H 1.5978 6.0064 -4.9214
H 2.6522 3.8521 -5.5113
H 2.0660 1.8093 -4.2820
```

Entry 3:
A molecular structure, C48H50ClN7P2RhSe2, computed with wB97M-V/def2-TZVPD.

Energy above the lowest of the compared OMol25 structures with the same formula, charge and spin (kcal/mol): 39.36
Molecular weight (g/mol): 1083.20
Total charge: +1
LUMO (alpha / beta) (eV): -2.19 / -5.34
Highest occupied orbital energy (alpha / beta) (eV): -8.16 / -9.92
Multiplicity: 5

```
111
C48H50ClN7P2RhSe2, DFT wB97M-V/def2-TZVPD
Rh 0.2746 0.1669 0.8850
C 0.6607 -1.0428 7.7311
C 1.3357 0.2121 7.1531
C 0.6843 1.4689 7.7540
C 2.8154 0.1927 7.5402
C 1.1303 0.2264 5.6483
C -0.1673 0.2529 5.1233
C -0.3401 0.2592 3.7609
N 0.6611 0.2293 2.8754
C 1.9260 0.2082 3.3526
C 2.1600 0.2121 4.7288
C 3.0034 0.1853 2.3632
C 4.3652 0.1695 2.6803
C 5.3293 0.1563 1.6890
C 4.8797 0.1617 0.3644
C 3.5219 0.1775 0.1141
N 2.6138 0.1833 1.0825
C 6.8244 0.1380 1.9721
C 7.4566 1.3867 1.3354
C 7.4279 -1.1285 1.3432
C 7.1447 0.1397 3.4676
H 0.8125 -1.0779 8.8102
H 1.0908 -1.9448 7.2929
H -0.4120 -1.0461 7.5397
H 0.8492 1.4875 8.8316
H -0.3903 1.4889 7.5752
H 1.1213 2.3699 7.3212
H 2.9051 0.1818 8.6259
H 3.3312 1.0812 7.1724
H 3.3126 -0.6997 7.1563
H -1.0327 0.2768 5.7688
H -1.3394 0.3040 3.3492
H 3.1829 0.2033 5.0731
H 4.6604 0.1633 3.7190
H 5.5745 0.1535 -0.4627
H 3.1257 0.1779 -0.8927
H 7.3199 1.4010 0.2547
H 8.5267 1.4047 1.5439
H 7.0079 2.2920 1.7471
H 7.2810 -1.1510 0.2639
H 6.9685 -2.0214 1.7704
H 8.4995 -1.1639 1.5415
H 6.7610 1.0364 3.9569
H 8.2260 0.1257 3.6015
H 6.7382 -0.7429 3.9643
Se 1.1488 0.2403 -5.5159
P -1.1248 0.4496 -4.9227
C -1.7171 2.1076 -5.2393
C -0.9007 3.1386 -4.7554
C -1.3014 4.4560 -4.8850
C -2.5034 4.7579 -5.5091
C -3.2937 3.7371 -6.0225
C -2.9166 2.4139 -5.8834
C -2.2090 -0.8433 -5.5002
C -2.7569 -0.7921 -6.7910
C -3.5187 -1.8479 -7.2558
C -3.7160 -2.9750 -6.4660
C -3.0967 -3.0667 -5.2258
C -2.3330 -2.0172 -4.7495
C -0.7177 0.2734 -3.1961
C -1.1919 0.1507 -1.8869
N -0.0762 0.1393 -1.1061
N 0.9988 0.2469 -1.8614
N 0.6345 0.3293 -3.1016
P -2.8152 0.0282 -1.0921
Se -2.6951 -0.0097 1.0358
C -3.9124 1.3298 -1.6928
C -4.3151 2.3317 -0.8160
C -5.1579 3.3360 -1.2604
C -5.6177 3.3285 -2.5696
C -5.2269 2.3192 -3.4369
C -4.3664 1.3216 -3.0096
C -3.4718 -1.5976 -1.5646
C -4.8203 -1.8145 -1.8127
C -5.2902 -3.1119 -1.9646
C -4.4245 -4.1877 -1.8435
C -3.0739 -3.9704 -1.5960
C -2.5985 -2.6793 -1.4512
H 0.0497 2.9006 -4.2903
H -0.6725 5.2485 -4.5029
H -2.8252 5.7867 -5.5951
H -4.2157 3.9779 -6.5358
H -3.5501 1.6289 -6.2731
H -2.5713 0.0659 -7.4246
H -3.9550 -1.7994 -8.2445
H -4.3246 -3.7927 -6.8269
H -3.2027 -3.9624 -4.6291
H -1.8323 -2.1016 -3.7964
H -3.9762 2.3167 0.2106
H -5.4628 4.1206 -0.5815
H -6.2939 4.1004 -2.9126
H -5.6029 2.3063 -4.4504
H -4.0615 0.5249 -3.6807
H -5.5016 -0.9760 -1.8853
H -6.3348 -3.2797 -2.1904
H -4.7993 -5.1970 -1.9521
H -2.3946 -4.8097 -1.5164
H -1.5427 -2.5027 -1.2722
Cl -1.0397 2.9532 -0.2034
C 0.2841 2.2341 0.7638
H 0.2035 2.6855 1.7534
H 1.2064 2.5663 0.2852
N -0.7017 -2.8356 1.3437
C -0.3181 -4.1229 1.4100
C 1.0099 -4.1619 1.0489
C 1.3461 -2.8277 0.7767
N 0.2958 -2.0385 0.9572
H -1.6155 -2.4353 1.5179
H -0.9970 -4.9066 1.6982
H 1.6528 -5.0218 0.9929
H 2.2933 -2.4236 0.4639
```

Entry 4:
A molecular structure, C48H50Ge2S8SbTeW, computed with wB97M-V/def2-TZVPD.

Energy above the lowest of the compared OMol25 structures with the same formula, charge and spin (kcal/mol): 14.57
Molecular weight (g/mol): 1461.88
Total charge: -1
LUMO (eV): 0.59
Highest occupied orbital energy (eV): -3.95

```
111
C48H50Ge2S8SbTeW, DFT wB97M-V/def2-TZVPD
W 2.1897 -0.4356 -1.9351
S 8.7096 3.7937 -4.1436
Sb 9.0930 1.6860 -3.3959
S 4.0610 -0.3602 -3.4018
S 3.5723 1.2913 -2.3474
S 7.3595 0.4987 -2.5496
C -1.8569 6.5024 -2.9184
C -2.3461 5.0907 -2.7752
C -2.5169 4.5270 -1.5524
C -2.7697 3.1944 -1.3551
C -2.8699 2.5510 0.0148
C -2.9499 2.4032 -2.4885
C -2.9410 2.9917 -3.8084
C -3.3201 2.2821 -5.0324
C -2.5549 4.2900 -3.9615
C -3.5709 0.9917 -2.3457
C -4.9552 0.9963 -2.3320
C -5.6670 -0.1991 -2.3789
C -4.9784 -1.4032 -2.3667
C -3.5833 -1.4087 -2.2935
C -2.8819 -0.1929 -2.2161
Ge -0.9488 -0.1601 -2.1913
S 0.3028 0.2511 -3.8574
S 0.4259 1.0185 -0.7080
Ge 0.9493 -0.5045 1.2161
S 3.0212 -0.8962 -0.0177
S 0.3242 -2.1089 -1.3799
C 1.9482 0.0343 2.9140
C 2.9883 0.9301 3.2391
C 3.5939 0.8858 4.4739
C 3.2846 -0.0622 5.4525
C 2.2595 -0.9301 5.1686
C 1.5816 -0.8645 3.9543
C 0.4528 -1.9005 3.8678
C 0.6962 -3.1611 3.3489
C 2.0479 -3.4862 2.7632
C -0.3702 -4.0942 3.3064
C -1.5985 -3.7296 3.8123
C -2.7571 -4.7021 3.7090
C -1.7697 -2.5148 4.4358
C -0.7696 -1.5701 4.4571
C -1.0672 -0.2307 5.0771
C 3.5103 1.9561 2.2925
C 2.8146 3.1758 2.1489
C 1.5693 3.4931 3.0197
C 3.2995 4.0756 1.1854
C 4.4540 3.8085 0.4280
C 5.0632 4.7852 -0.4889
C 5.0841 2.6053 0.5589
C 4.6314 1.6855 1.5008
C 5.4735 0.4461 1.8153
C -2.8092 -2.6855 -2.2783
C -2.1860 -3.1516 -3.4434
C -2.3758 -2.5260 -4.7777
C -1.3424 -4.2611 -3.3032
C -1.1719 -4.9226 -2.0966
C -0.1390 -6.0266 -1.9174
C -1.8584 -4.4837 -0.9550
C -2.7225 -3.4004 -1.0697
C -3.4271 -2.9600 0.1964
H -0.7930 6.4944 -3.1403
H -2.0215 7.1162 -2.0175
H -2.4102 7.0000 -3.7390
H -2.3273 5.1655 -0.7000
H -2.8635 3.3742 0.7897
H -2.0227 1.9098 0.1571
H -3.8137 1.9884 0.1592
H -4.0870 2.7864 -5.4823
H -3.6357 1.2337 -4.9290
H -2.5018 2.2709 -5.7645
H -2.4359 4.6339 -4.9623
H -5.5227 1.9168 -2.1853
H -6.7668 -0.2168 -2.4260
H -5.4742 -2.3672 -2.3686
H 4.3780 1.5948 4.6732
H 3.7250 -0.1519 6.4208
H 1.8783 -1.5749 5.9111
H 2.7556 -2.6080 2.9085
H 2.0453 -3.7621 1.7533
H 2.4494 -4.2875 3.3441
H -0.2287 -5.0428 2.8333
H -2.5657 -5.5562 4.3672
H -2.8404 -4.9963 2.6741
H -3.6991 -4.1757 3.9696
H -2.7353 -2.2916 4.8224
H -1.9554 -0.2594 5.6735
H -1.0635 0.5624 4.2860
H -0.1837 0.0527 5.6822
H 1.5715 4.5346 3.3355
H 1.5522 2.8393 3.8760
H 0.7250 3.2671 2.3474
H 2.9131 5.0953 1.0743
H 5.2050 5.7843 -0.0419
H 4.4350 4.9409 -1.3645
H 5.9426 4.4049 -0.9620
H 5.9580 2.3121 -0.0630
H 4.8677 -0.4119 2.0188
H 6.1120 0.6248 2.7145
H 6.1149 0.2322 0.9525
H -2.5540 -1.4613 -4.8226
H -3.2762 -2.9135 -5.2463
H -1.4858 -2.7541 -5.4286
H -0.8727 -4.6883 -4.2260
H 0.7090 -5.6650 -1.3414
H 0.2330 -6.3469 -2.8827
H -0.4861 -6.9189 -1.3912
H -1.6081 -4.9528 -0.0013
H -2.8150 -3.4180 1.0132
H -4.4052 -3.4539 0.2811
H -3.5337 -1.9048 0.2646
Te 1.7282 -2.8643 -3.0911
```